Record 1
Formula: C3H10NOS
Source: the OMol25 dataset
Level of theory: wB97M-V/def2-TZVPD

```
! RIJCOSX wB97M-V def2-TZVPD def2/J DEFGRID3
* xyz 0 2
C 0.0811 0.7622 0.7484
C -1.4396 0.1243 0.6775
S -1.3937 -1.2902 -0.5784
C 1.1512 -0.0655 1.3205
N 2.1550 -0.4662 0.2933
H 0.4065 1.1607 -0.2311
H -0.0165 1.6276 1.3856
H -1.5802 -0.3491 1.7186
H -2.1727 0.9188 0.6836
H 1.6308 0.2516 2.2734
H 0.7611 -1.0409 1.6210
H 1.5992 -0.5660 -0.5955
H 2.3733 -1.4561 0.5161
H -1.1465 -0.1924 -2.6655
H -1.3913 0.6903 -3.5072
O -1.0176 -0.1092 -3.6600
*
```

Results
LUMO energy (alpha / beta)	0.72 / -2.58	eV
HOMO energy (alpha / beta)	-9.5 / -9.5	eV
energy relative to the best compared isomer or geometry (same formula, charge and spin)	1.7105	eV
gap between HOMO and LUMO (alpha / beta)	10.2 / 7.0	eV

Record 2
Formula: C3H10NS
Source: the OMol25 dataset
Level of theory: wB97M-V/def2-TZVPD

```
! RIJCOSX wB97M-V def2-TZVPD def2/J DEFGRID3
* xyz -1 1
C -3.3520 1.7107 -0.3962
S -1.5998 2.4942 -0.1426
H -4.0686 2.5215 -0.7406
H -3.8481 1.0945 0.3802
H -3.1491 1.2272 -1.2799
C 1.7617 -1.8555 -0.7095
N 1.7154 -1.3240 0.7233
C 1.5823 0.1673 0.9406
H 0.6937 -1.8570 -1.2667
H 2.1673 -2.8088 -0.5753
H 2.3802 -1.0936 -1.1497
H 0.9369 -1.8193 1.0649
H 0.6923 0.3492 1.5998
H 2.4801 0.3966 1.4990
H 1.6075 0.7969 0.0527
*
```

Results
LUMO energy	3.78	eV
HOMO energy	-2.1	eV
energy relative to the best compared isomer or geometry (same formula, charge and spin)	2.4074	eV
gap between HOMO and LUMO	5.9	eV

Record 3
Formula: C3H10NS
Source: the OMol25 dataset
Level of theory: wB97M-V/def2-TZVPD

```
! RIJCOSX wB97M-V def2-TZVPD def2/J DEFGRID3
* xyz 1 1
C 0.7294 -1.5128 0.2875
C 0.5256 -0.0266 0.0744
N -0.1925 0.5544 1.2520
C -0.2967 0.2898 -1.1639
S -0.5280 2.0878 -1.3104
H 1.4918 -1.8951 -0.3894
H -0.1999 -2.0441 0.0736
H 1.0882 -1.7578 1.2792
H 1.4712 0.5011 0.0035
H -0.3797 1.5558 1.1082
H -1.1040 0.0962 1.3681
H 0.3035 0.3600 2.1242
H 0.1959 -0.0879 -2.0546
H -1.2597 -0.2290 -1.1010
H -1.8452 2.1081 -1.5513
*
```

Results
LUMO energy	-3.51	eV
HOMO energy	-13.8	eV
energy relative to the best compared isomer or geometry (same formula, charge and spin)	0.0000	eV
gap between HOMO and LUMO	10.2	eV
SMILES string	C[C@H]([NH3+])CS

Number 1: maximum force 0.109 Eh/bohr. Number 2: maximum force 0.083 Eh/bohr. Number 3: maximum force 0.018 Eh/bohr.